(1)
15
Properties=species:S:1:pos:R:3:forces:R:3:nbo_charge:R:1 method="wB97M-V/def2-TZVPD" total_charge=0 homo_ev="-8.4 / -8.0" e_above_lowest_kcal_mol=47.41 e_lumo_ev="-0.53 / -0.11" orbital_gap_ha="0.2898 / 0.2906"
C -0.5439 0.1082 1.5309 -0.582 0.034 -0.294 -0.241
C -0.5217 0.0110 0.0639 -0.389 -0.020 -0.820 -0.264
C -2.0514 -0.0018 -0.3105 0.478 0.025 1.124 -0.373
C 0.1124 -1.2801 -0.4522 0.013 -0.017 0.138 -0.601
C 0.1364 1.2060 -0.6249 -0.072 -0.055 0.060 -0.602
I -3.1538 -1.7721 -0.0105 0.122 0.181 -0.099 0.200
I -3.2103 1.7394 -0.0095 0.115 -0.213 -0.116 0.195
H -0.7483 -0.7665 2.1261 0.021 -0.180 0.039 0.188
H -0.7037 1.0643 1.9998 0.048 0.200 0.060 0.187
H -0.0847 -2.1163 0.2138 -0.046 -0.090 -0.012 0.218
H 1.1890 -1.1549 -0.5305 0.143 0.034 0.066 0.220
H -0.2757 -1.5187 -1.4399 0.010 -0.030 -0.105 0.220
H 0.2905 0.9791 -1.6788 -0.041 0.073 -0.069 0.216
H 1.1013 1.4103 -0.1654 0.111 -0.040 0.023 0.218
H -0.4772 2.0993 -0.5422 0.069 0.097 0.005 0.219

(2)
18
Properties=species:S:1:pos:R:3:forces:R:3:nbo_charge:R:1 method="wB97M-V/def2-TZVPD" total_charge=+2 homo_ev="-17.0 / -18.2" e_above_lowest_kcal_mol=0.00 multiplicity=7 e_lumo_ev="-9.60 / -9.80" s_squared=12.006 orbital_gap_ha="0.2729 / 0.3098"
C 2.2950 -0.1283 -2.3035 1.655 -1.456 -0.706 -0.126
C 2.4408 -1.4761 -2.2039 -0.410 0.735 -0.964 -0.559
H 1.6820 0.2949 -3.1102 -0.527 0.131 0.779 0.278
H 2.9880 0.5355 -1.7627 -0.313 0.044 -0.094 0.267
H 3.1370 -2.2491 -2.5422 0.322 0.375 0.697 0.316
Mn 0.6163 -2.1744 -1.2880 -0.706 1.255 0.021 1.688
O -1.1412 0.8328 0.5009 -0.483 -0.043 0.206 -0.565
Li -2.1605 2.6986 -0.2588 0.103 -0.101 -0.184 0.979
O -1.2073 1.5972 -1.5154 0.037 -0.708 0.123 -0.731
C -0.8312 0.6683 -0.7942 -0.094 1.877 0.154 1.013
O -0.0799 -0.3009 -1.1138 0.330 -1.917 -0.397 -0.928
C -0.8612 -0.2018 1.4656 0.216 -0.271 0.260 -0.072
C -1.3370 0.2690 2.8169 -0.148 0.010 0.198 -0.638
H -1.3935 -1.1105 1.1541 0.066 0.110 0.068 0.177
H 0.2222 -0.3817 1.4652 -0.192 0.047 0.034 0.180
H -2.4269 0.4003 2.8258 0.275 -0.055 0.006 0.233
H -1.0803 -0.4918 3.5659 -0.079 0.266 -0.146 0.254
H -0.8624 1.2180 3.0983 -0.051 -0.298 -0.055 0.235

(3)
18
Properties=species:S:1:pos:R:3:forces:R:3:nbo_charge:R:1 method="wB97M-V/def2-TZVPD" total_charge=+3 homo_ev="-19.1 / -21.6" e_above_lowest_kcal_mol=0.00 multiplicity=3 e_lumo_ev="-12.80 / -12.80" s_squared=2.005 orbital_gap_ha="0.2326 / 0.3231"
C 2.2768 0.4254 -1.4946 -1.545 -0.323 -4.302 -0.305
C 3.6028 0.4140 -1.0212 -0.472 1.955 2.365 0.166
H 2.0925 -0.5086 -2.0553 -0.291 0.181 0.436 0.241
H 2.0114 1.2261 -2.2621 0.762 -0.572 0.910 0.240
H 3.9259 1.2782 -0.4159 1.167 -0.777 -0.449 0.146
Li 1.2133 2.2823 0.5926 0.142 0.088 0.190 0.988
O -0.5705 -0.6673 0.2620 0.364 -0.539 -0.295 -0.503
Yb -2.1387 -1.6140 -3.1211 0.678 0.364 0.313 1.970
O -0.4012 -0.3645 -1.9072 -0.662 -0.628 -1.218 -0.820
C -0.0023 -0.1302 -0.7674 -0.082 -0.222 0.198 1.092
O 1.0576 0.6184 -0.5319 0.622 -0.108 0.901 -0.630
C -1.5222 0.0338 1.0901 -0.825 0.445 0.996 -0.059
C -1.9482 -0.8883 2.2026 0.070 -0.061 0.143 -0.636
H -1.0203 0.9175 1.5163 -0.308 -0.060 -0.262 0.170
H -2.3931 0.2927 0.4660 0.406 0.262 0.129 0.188
H -1.0888 -1.1642 2.8249 -0.255 0.001 -0.117 0.252
H -2.6789 -0.3593 2.8276 0.146 -0.180 -0.123 0.270
H -2.4160 -1.7919 1.7946 0.083 0.176 0.183 0.230

(4)
19
Properties=species:S:1:pos:R:3:forces:R:3:nbo_charge:R:1 method="wB97M-V/def2-TZVPD" total_charge=0 homo_ev="-8.9 / -8.9" multiplicity=2 e_lumo_ev="-0.32 / -1.87" s_squared=0.779 orbital_gap_ha="0.3140 / 0.2576"
C 1.4059 -0.0315 1.5906 1.550 0.312 1.955 -0.323
C 1.8049 1.3599 1.4365 -2.152 0.612 -1.658 0.289
O 1.1717 2.2851 1.9340 0.788 -0.535 0.345 -0.478
H 2.2327 -0.7430 1.4811 -0.577 -0.102 -0.385 0.192
H 2.4294 1.5765 0.5428 0.630 -0.050 0.631 0.117
H 0.6942 -0.2318 2.3964 0.058 -0.074 -0.434 0.212
C 0.0692 -1.8866 -0.2123 -0.105 -0.197 -0.573 -0.132
C -0.0967 -0.3793 -0.1773 -2.284 -0.594 -2.864 -0.126
O -0.7105 -2.4977 0.7935 0.003 0.184 0.191 -0.717
H 1.1410 -2.1249 -0.0997 -0.200 0.206 0.202 0.171
H -0.1807 -2.2895 -1.2074 -0.220 0.381 0.080 0.205
H 0.6737 0.0170 -0.8588 -0.369 0.954 1.353 0.258
H -0.7787 -0.0713 0.6304 1.250 0.720 -0.287 0.284
H -0.4870 -3.4306 0.8510 -0.036 0.002 -0.056 0.476
O -1.4227 0.0565 -1.3988 1.022 -2.278 0.874 -0.594
C -1.7523 1.2959 -1.7133 0.228 -0.372 0.923 0.941
O -1.0563 2.2499 -1.2891 0.469 1.368 -0.060 -0.883
O -2.7972 1.4524 -2.3918 -0.338 0.590 -0.623 -0.844
Li -2.3407 3.3929 -2.3078 0.280 -1.128 0.386 0.953

(5)
14
Properties=species:S:1:pos:R:3:forces:R:3:nbo_charge:R:1 method="wB97M-V/def2-TZVPD" total_charge=+1 homo_ev=-16.0 e_above_lowest_kcal_mol=137.31 e_lumo_ev=-7.87 orbital_gap_ha=0.2980
C -0.7818 -0.7393 -1.2801 0.462 0.165 1.056 0.130
C -0.2139 -0.2040 -0.1170 -0.106 0.764 -0.002 0.168
C 2.1689 -1.4539 -0.1139 -2.575 -2.815 -2.460 -0.536
C -1.6658 1.7193 0.5124 0.073 -1.828 -1.578 -0.606
C -0.5065 0.7521 0.7464 0.288 -0.213 -1.093 -0.088
N -1.4604 -1.0759 -2.1437 -0.090 -0.236 -0.548 -0.063
H 2.2984 -1.7069 -1.2149 0.471 1.923 1.120 0.285
H 2.7234 -0.9273 0.5843 1.887 0.827 0.729 0.260
H 1.1898 -0.7586 0.0416 -0.874 -0.006 -0.331 0.138
H -1.3034 2.7112 0.5580 0.604 1.043 0.457 0.264
H -2.4328 1.5410 1.2515 -0.344 -0.017 0.024 0.272
H -1.9667 1.5708 -0.5340 -0.671 0.058 0.544 0.241
H 0.0745 1.0567 1.5711 1.015 -0.268 0.932 0.278
H 1.8763 -2.4852 0.1383 -0.140 0.603 1.151 0.257

(6)
14
Properties=species:S:1:pos:R:3:forces:R:3:nbo_charge:R:1 method="wB97M-V/def2-TZVPD" total_charge=+1 homo_ev=-14.8 e_above_lowest_kcal_mol=114.19 smiles=C#CC[NH+]1CC1 e_lumo_ev=-3.14 orbital_gap_ha=0.4271
C 3.2705 -0.5140 0.0293 0.680 0.157 -0.482 -0.153
C 2.2230 0.0135 -0.1040 -5.556 3.076 -0.373 -0.106
C -1.6089 0.2451 0.1824 -0.065 0.446 -1.982 -0.218
C -0.9119 -0.9789 -0.2487 -0.719 1.857 -2.006 -0.197
C 0.8066 0.9306 -0.1964 4.904 -2.565 1.690 -0.224
N -0.1976 0.1215 0.5315 0.616 -0.923 -0.464 -0.359
H 4.2638 -0.6676 -0.2158 1.472 -0.907 0.289 0.255
H -1.6100 0.8358 -0.7209 -0.301 0.830 0.228 0.227
H -2.4908 0.4561 0.7391 0.014 -0.382 1.350 0.277
H -1.1552 -1.8750 0.2171 0.381 -1.471 1.115 0.253
H -0.7744 -0.9923 -1.3594 0.510 -0.267 1.326 0.251
H 0.4851 0.9533 -1.1954 -0.138 0.471 -1.334 0.233
H 1.1663 1.8969 0.2422 -1.263 -0.799 -0.178 0.287
H 0.2083 -0.3366 1.3395 -0.536 0.477 0.821 0.473

(7)
14
Properties=species:S:1:pos:R:3:forces:R:3:nbo_charge:R:1 method="wB97M-V/def2-TZVPD" total_charge=+1 homo_ev=-14.7 e_above_lowest_kcal_mol=72.64 smiles="C=[N+]=C/C=C/C" e_lumo_ev=-5.67 orbital_gap_ha=0.3326
C 1.4516 -0.9743 0.5935 0.537 0.191 -0.684 0.226
C 1.8725 1.0928 -0.5293 0.660 0.624 2.140 0.094
C 0.0564 -1.0708 0.3810 -1.482 1.762 0.909 -0.355
C -0.6523 0.0105 -0.0070 -0.493 -0.521 -0.360 0.063
C -2.1411 -0.0036 -0.1455 0.077 -1.112 -0.250 -0.691
N 2.0695 -0.0413 -0.0100 -0.270 0.899 -0.737 -0.270
H 2.0029 -1.6804 1.1600 0.466 -0.535 0.584 0.254
H 2.0896 1.3878 -1.5119 0.468 -0.329 -1.651 0.235
H 1.5970 1.9657 0.0994 0.121 -0.632 0.085 0.225
H -0.5627 -1.6673 0.9935 0.002 -1.808 0.178 0.258
H -0.0978 0.8801 -0.3655 -0.722 0.024 -0.151 0.174
H -2.7396 0.6710 0.4097 0.039 1.043 1.314 0.271
H -2.6311 -1.0068 0.0557 0.885 1.072 -0.737 0.253
H -2.3149 0.4366 -1.1236 -0.290 -0.679 -0.639 0.262

(8)
14
Properties=species:S:1:pos:R:3:forces:R:3:nbo_charge:R:1 method="wB97M-V/def2-TZVPD" total_charge=+1 homo_ev=-12.8 e_above_lowest_kcal_mol=125.34 smiles="CC1=C([NH3+])C=C1" e_lumo_ev=-3.82 orbital_gap_ha=0.3309
C -0.5644 -1.7552 -0.0616 -0.730 -1.123 2.088 -0.287
C -0.1187 -1.5325 -1.2753 0.151 -0.013 -1.458 -0.097
C 0.1851 0.2227 -0.6703 -1.047 -3.056 -0.209 0.139
C -0.2545 -0.3870 0.4305 1.045 1.444 -0.201 -0.018
C 0.8303 1.4784 -1.0600 0.092 -0.463 0.897 -0.689
N -0.3869 0.3487 1.7702 -4.653 -1.494 -3.856 -0.713
H -1.0322 -2.5868 0.5361 0.699 0.732 -1.172 0.252
H -0.0634 -2.2696 -2.1748 0.096 2.041 1.450 0.271
H 0.4495 1.9251 -1.9859 0.018 0.073 0.504 0.275
H 1.8298 1.0917 -1.2244 0.681 0.624 -0.317 0.269
H 0.8582 2.1338 -0.1398 -0.002 -0.167 -1.295 0.222
H 0.1708 0.0576 2.5141 2.084 0.407 1.469 0.454
H -1.3450 0.0065 2.0222 0.635 0.736 0.324 0.444
H -0.5585 1.2667 1.3190 0.932 0.258 1.777 0.479

(9)
14
Properties=species:S:1:pos:R:3:forces:R:3:nbo_charge:R:1 method="wB97M-V/def2-TZVPD" total_charge=+1 homo_ev=-13.7 e_above_lowest_kcal_mol=105.84 smiles="C[C@@H]1C2=C[C@]21[NH3+]" e_lumo_ev=-4.16 orbital_gap_ha=0.3524
C 1.9553 -0.4066 0.0869 -0.161 0.761 -0.469 -0.239
C 0.9513 -1.1502 0.4797 -0.086 0.288 0.355 0.123
C -0.1908 -1.0010 -0.4051 0.525 1.269 -0.855 -0.221
C 0.8359 0.2867 -0.5786 -0.443 -2.789 0.560 0.076
C -1.5858 -0.7820 0.0910 -0.027 -0.053 0.098 -0.660
N 0.3473 1.5490 0.0752 -0.197 0.464 0.250 -0.723
H 2.9762 -0.1916 0.2961 0.456 -0.067 0.005 0.273
H -0.1297 -1.6387 -1.2824 0.128 0.131 -0.015 0.279
H -1.6151 -0.3111 1.0724 -0.023 0.032 0.053 0.219
H -2.0895 -1.7436 0.1723 -0.046 0.010 0.051 0.276
H -2.1446 -0.1919 -0.6336 -0.111 0.037 -0.054 0.238
H 0.6918 1.6760 1.0397 -0.142 -0.016 -0.212 0.444
H -0.6840 1.5682 0.0859 0.314 0.108 -0.012 0.451
H 0.6818 2.3370 -0.4995 -0.186 -0.176 0.246 0.463

(10)
14
Properties=species:S:1:pos:R:3:forces:R:3:nbo_charge:R:1 method="wB97M-V/def2-TZVPD" total_charge=+1 homo_ev="-14.6 / -14.7" e_above_lowest_kcal_mol=123.25 e_lumo_ev="-7.20 / -5.46" orbital_gap_ha="0.2709 / 0.3393"
C 0.4035 -1.9567 -0.3040 0.663 1.298 -0.135 -0.303
C -0.3139 -1.7872 0.7664 -0.714 -0.517 0.079 0.232
C 0.8054 -0.4854 -0.7128 -2.271 -0.917 -0.709 -0.271
C -0.8351 -0.4433 1.0455 0.361 1.205 0.678 -0.374
C -0.1750 1.7466 -0.2084 -0.180 0.161 -1.115 -0.456
N -0.0799 0.3584 0.0270 -1.536 -1.842 1.743 0.027
H 0.8752 -2.8516 -0.6767 0.019 0.080 -0.217 0.278
H 1.8023 -0.3899 -0.4230 1.990 0.638 0.489 0.270
H 0.6490 -0.0259 -1.6844 0.524 -0.967 -0.996 0.251
H -1.9305 -0.3712 0.9273 0.361 0.179 -0.175 0.281
H -0.5938 -0.0154 2.0608 -0.165 -0.409 -0.785 0.276
H 0.5909 1.8759 -0.9849 -0.133 1.122 0.571 0.243
H -1.1543 2.1446 -0.5876 0.516 -0.865 0.221 0.280
H -0.0439 2.2011 0.7549 0.564 0.833 0.353 0.266

(11)
14
Properties=species:S:1:pos:R:3:forces:R:3:nbo_charge:R:1 method="wB97M-V/def2-TZVPD" total_charge=+1 homo_ev=-14.4 e_above_lowest_kcal_mol=102.46 e_lumo_ev=-5.32 orbital_gap_ha=0.3345
C 2.2679 -0.9300 0.1700 0.723 -2.942 0.209 0.101
C -2.5894 -0.1469 0.0270 3.081 3.611 1.358 -0.638
C -1.0221 -0.3480 0.0085 2.530 0.568 -0.025 -0.051
C 1.2424 1.3891 -0.2434 -2.056 1.678 -1.182 -0.234
C 0.1688 0.3573 -0.0453 -3.051 0.117 0.002 0.089
N 1.5060 0.0124 -0.0321 -1.386 0.871 0.211 -0.235
H 1.7532 -1.8869 0.4417 0.981 0.707 -0.318 0.231
H 3.3110 -0.8143 -0.0334 0.614 -0.127 0.384 0.237
H -3.0673 0.7270 -0.4783 0.798 -1.168 -0.570 0.268
H -2.8515 0.1288 1.0568 0.190 -0.633 0.174 0.260
H -0.6777 -1.4253 0.0903 -1.040 1.017 0.048 0.210
H -2.8094 -1.1144 -0.1701 -2.129 -2.502 -0.951 0.237
H 1.3629 1.8398 -1.2184 0.203 -0.720 -0.636 0.257
H 1.4052 2.2113 0.4265 0.542 -0.478 1.296 0.267

(12)
14
Properties=species:S:1:pos:R:3:forces:R:3:nbo_charge:R:1 method="wB97M-V/def2-TZVPD" total_charge=+1 homo_ev="-14.9 / -14.3" e_above_lowest_kcal_mol=167.68 e_lumo_ev="-5.22 / -7.94" orbital_gap_ha="0.3556 / 0.2325"
C -0.2707 -0.9761 -0.7860 0.199 0.468 -0.566 -0.495
C 1.1368 -0.6610 -1.0709 1.008 -0.798 1.090 -0.101
C -0.7431 1.4741 0.2381 2.858 1.888 -2.166 -0.392
C -0.1742 0.2249 1.7195 -0.442 -0.119 1.540 -0.376
C -0.0599 0.1276 0.2008 -1.285 0.212 0.450 0.185
N -0.9778 1.5039 1.5927 1.026 -1.614 1.711 -0.100
H -0.8470 -0.7814 -1.7075 -0.570 0.101 0.883 0.288
H -0.3454 -1.9666 -0.3219 -0.302 0.357 -0.411 0.270
H 1.7405 -1.5275 -0.7675 0.565 1.022 0.095 0.239
H 1.6184 0.1826 -1.5795 -0.688 -0.385 -0.023 0.259
H -0.2887 2.4820 -0.1460 0.158 -1.515 0.721 0.325
H -1.5451 1.5612 -0.4055 -2.524 -0.242 -1.402 0.296
H -0.7231 -0.5442 2.3493 0.387 0.405 -1.150 0.295
H 0.7429 0.3700 2.3490 -0.391 0.221 -0.772 0.307